No. 1
{"formula": "C59H42N7O3RuS3", "method": "wB97M-V/def2-TZVPD", "species": ["Ru", "O", "N", "C", "C", "C", "C", "C", "S", "H", "H", "H", "H", "C", "C", "C", "C", "C", "C", "C", "S", "O", "C", "C", "C", "C", "C", "C", "C", "C", "C", "C", "C", "C", "C", "C", "C", "C", "C", "C", "C", "C", "S", "O", "C", "C", "C", "C", "C", "C", "C", "H", "H", "H", "H", "H", "H", "H", "H", "H", "H", "H", "H", "H", "H", "H", "H", "H", "H", "H", "H", "H", "H", "H", "H", "H", "H", "N", "C", "C", "C", "C", "C", "C", "C", "N", "C", "C", "N", "C", "H", "H", "H", "H", "H", "H", "H", "N", "C", "C", "C", "N", "C", "N", "C", "C", "C", "C", "C", "C", "H", "H", "H", "H", "H"], "xyz": [[-1.368, -0.419, -1.862], [0.999, -0.164, -1.719], [1.744, 0.669, -2.432], [3.080, 0.631, -2.225], [3.930, 1.462, -2.899], [3.380, 2.360, -3.824], [2.027, 2.381, -4.025], [1.157, 1.519, -3.320], [-0.525, 1.490, -3.501], [3.389, -0.100, -1.492], [4.992, 1.406, -2.710], [4.022, 3.028, -4.383], [1.570, 3.053, -4.737], [-5.822, 5.847, 2.389], [-4.867, 4.793, 1.901], [-4.438, 3.781, 2.754], [-3.551, 2.810, 2.316], [-3.079, 2.868, 1.014], [-3.496, 3.861, 0.139], [-4.391, 4.814, 0.590], [-1.908, 1.631, 0.520], [-2.191, 1.366, -0.936], [-0.407, 2.626, 0.520], [-0.094, 3.370, -0.636], [1.096, 4.031, -0.696], [2.014, 3.974, 0.384], [3.275, 4.614, 0.315], [4.167, 4.515, 1.342], [3.843, 3.768, 2.495], [2.635, 3.138, 2.594], [1.687, 3.229, 1.543], [0.447, 2.531, 1.587], [0.133, 1.589, 2.694], [-0.390, 2.053, 3.937], [-0.531, 3.433, 4.222], [-1.082, 3.844, 5.402], [-1.522, 2.899, 6.353], [-1.406, 1.561, 6.098], [-0.844, 1.103, 4.882], [-0.776, -0.282, 4.577], [-0.268, -0.711, 3.390], [0.208, 0.240, 2.462], [0.808, -0.240, 0.839], [-0.317, -1.065, 0.261], [2.049, -1.419, 1.337], [3.320, -0.968, 1.666], [4.295, -1.891, 2.001], [4.021, -3.260, 2.005], [5.096, -4.249, 2.364], [2.739, -3.683, 1.671], [1.749, -2.769, 1.328], [-6.614, 5.409, 2.996], [-6.283, 6.379, 1.558], [-5.302, 6.581, 3.008], [-4.812, 3.742, 3.771], [-3.233, 2.011, 2.976], [-3.144, 3.866, -0.885], [-4.731, 5.589, -0.086], [-0.777, 3.360, -1.475], [1.362, 4.593, -1.582], [3.519, 5.178, -0.578], [5.130, 5.005, 1.276], [4.558, 3.697, 3.305], [2.391, 2.562, 3.478], [-0.200, 4.160, 3.491], [-1.188, 4.900, 5.609], [-1.958, 3.238, 7.283], [-1.750, 0.830, 6.819], [-1.146, -0.994, 5.306], [-0.235, -1.763, 3.137], [3.542, 0.095, 1.661], [5.290, -1.547, 2.259], [5.981, -4.110, 1.742], [4.750, -5.274, 2.238], [5.407, -4.128, 3.403], [2.509, -4.742, 1.680], [0.750, -3.088, 1.051], [5.683, -8.221, -2.990], [4.778, -7.515, -3.010], [3.652, -6.624, -3.033], [2.721, -6.697, -4.065], [1.644, -5.829, -4.089], [1.491, -4.896, -3.071], [2.413, -4.825, -2.033], [3.496, -5.681, -2.019], [0.396, -4.002, -3.094], [-0.828, -4.187, -3.710], [-1.537, -3.055, -3.491], [-0.766, -2.170, -2.765], [0.375, -2.774, -2.523], [2.849, -7.424, -4.855], [0.941, -5.864, -4.909], [2.286, -4.111, -1.232], [4.220, -5.627, -1.217], [-1.087, -5.090, -4.231], [-2.537, -2.822, -3.808], [1.199, -2.320, -2.001], [-2.785, -0.319, -3.267], [-2.999, -0.219, -4.408], [-3.262, -0.242, -5.755], [-3.472, 0.958, -6.478], [-3.641, 1.937, -7.062], [-3.247, -1.510, -6.387], [-3.256, -2.555, -6.877], [-4.712, -2.833, 0.697], [-4.978, -1.560, 0.215], [-4.039, -0.887, -0.557], [-2.804, -1.460, -0.867], [-2.563, -2.751, -0.387], [-3.498, -3.427, 0.388], [-5.446, -3.359, 1.295], [-5.927, -1.086, 0.435], [-4.283, 0.095, -0.941], [-1.618, -3.240, -0.591], [-3.274, -4.424, 0.750]], "atomic_forces_ev_per_a": [[-0.288, 0.012, -0.008], [0.083, -0.157, -0.125], [-0.022, 0.029, 0.090], [-0.014, 0.051, 0.009], [-0.028, 0.004, -0.003], [0.030, 0.001, 0.008], [-0.040, 0.012, 0.002], [0.051, 0.017, 0.048], [0.127, -0.108, -0.160], [0.000, 0.009, 0.001], [0.000, 0.002, -0.004], [-0.003, 0.002, 0.000], [0.010, 0.001, -0.004], [-0.016, 0.013, 0.013], [0.014, 0.000, -0.016], [-0.013, -0.013, 0.001], [0.002, 0.030, 0.024], [0.089, 0.071, -0.035], [-0.026, -0.033, -0.038], [-0.008, 0.000, 0.014], [-0.100, -0.096, 0.369], [0.042, 0.127, -0.333], [-0.099, -0.002, -0.036], [0.000, 0.121, 0.034], [-0.058, -0.026, 0.005], [0.003, -0.004, 0.009], [0.000, 0.017, 0.003], [-0.001, 0.000, -0.013], [-0.013, 0.004, 0.015], [0.019, -0.003, 0.006], [0.047, -0.045, -0.061], [0.159, 0.082, -0.069], [-0.183, -0.098, 0.111], [-0.088, -0.010, -0.037], [0.019, 0.032, 0.014], [0.011, 0.025, -0.004], [-0.001, -0.040, -0.001], [0.014, 0.022, 0.003], [-0.027, -0.007, 0.033], [0.031, -0.032, -0.036], [0.088, 0.015, 0.056], [0.142, -0.027, -0.017], [0.124, 0.028, 0.180], [-0.095, 0.187, -0.253], [-0.130, -0.102, -0.034], [0.001, -0.001, 0.026], [0.025, 0.023, 0.008], [-0.004, -0.001, 0.008], [0.008, -0.032, 0.012], [-0.037, 0.002, -0.030], [0.027, -0.051, -0.002], [0.002, -0.001, -0.001], [0.001, -0.003, -0.003], [0.007, -0.003, -0.002], [-0.005, -0.007, -0.002], [0.003, 0.003, 0.001], [0.006, -0.006, 0.003], [-0.005, -0.008, -0.005], [0.013, -0.009, -0.003], [0.010, -0.014, -0.007], [0.003, 0.004, 0.005], [-0.004, 0.008, -0.001], [0.001, -0.009, -0.002], [-0.007, 0.001, -0.001], [-0.008, -0.009, -0.003], [0.003, 0.001, 0.000], [0.001, -0.002, 0.000], [-0.004, 0.005, 0.004], [-0.018, -0.002, -0.013], [0.005, -0.003, 0.021], [-0.001, 0.000, -0.012], [0.001, -0.001, -0.011], [-0.003, 0.006, 0.001], [-0.003, 0.011, -0.003], [-0.004, 0.016, 0.001], [0.007, 0.009, -0.022], [0.015, 0.004, -0.016], [-0.010, 0.000, 0.011], [0.070, -0.054, -0.022], [-0.038, 0.045, 0.014], [0.001, 0.019, 0.016], [0.026, 0.003, 0.021], [-0.024, 0.027, -0.010], [0.011, -0.040, -0.029], [0.004, -0.023, -0.013], [0.010, -0.042, 0.088], [0.008, 0.026, -0.098], [-0.044, 0.075, -0.079], [0.011, -0.223, 0.277], [0.030, 0.187, -0.185], [0.006, -0.004, 0.003], [-0.001, 0.010, 0.002], [-0.024, 0.027, 0.051], [-0.006, -0.011, -0.011], [-0.005, 0.001, 0.012], [0.017, -0.012, 0.051], [-0.018, -0.005, 0.017], [0.081, 0.295, -0.104], [0.006, -0.170, 0.132], [0.017, 0.028, 0.052], [-0.006, 0.036, -0.037], [-0.011, -0.008, 0.007], [-0.160, -0.014, -0.134], [0.091, -0.014, 0.058], [-0.011, 0.015, -0.004], [-0.035, -0.004, 0.031], [0.033, 0.025, -0.129], [0.049, -0.277, 0.295], [0.003, 0.030, 0.023], [0.010, -0.001, 0.001], [0.004, 0.001, 0.002], [0.001, 0.001, -0.014], [-0.008, 0.010, 0.003], [0.019, -0.001, -0.003], [0.003, -0.002, -0.009]], "total_energy_ev": -113523.0668, "max_force_ha_per_bohr": 0.0079, "gap_ha": [0.2528, 0.2487], "e_above_lowest_kcal_mol": 33.5, "multiplicity": 2}

No. 2
{"formula": "C59H43N2O2P3S2SiY", "method": "wB97M-V/def2-TZVPD", "species": ["Y", "C", "C", "C", "C", "C", "C", "P", "C", "C", "C", "C", "C", "C", "C", "C", "C", "C", "C", "C", "Si", "C", "C", "C", "C", "C", "C", "P", "C", "C", "C", "C", "C", "C", "C", "C", "C", "C", "C", "C", "C", "C", "C", "C", "C", "C", "P", "C", "C", "C", "C", "C", "C", "C", "C", "C", "C", "C", "C", "H", "H", "H", "H", "H", "H", "H", "H", "H", "H", "H", "H", "H", "H", "H", "H", "H", "H", "H", "H", "H", "H", "H", "H", "H", "H", "H", "H", "H", "H", "H", "H", "H", "H", "H", "H", "H", "H", "H", "H", "H", "H", "S", "C", "S", "C", "C", "N", "C", "N", "O", "C", "O", "H"], "xyz": [[-0.027, 1.537, -0.540], [-5.260, 4.046, -0.110], [-4.089, 4.012, 0.633], [-3.343, 2.849, 0.703], [-3.764, 1.696, 0.037], [-4.935, 1.738, -0.714], [-5.678, 2.909, -0.782], [-2.651, 0.231, 0.142], [-3.781, -1.053, -0.495], [-4.580, -1.910, 0.250], [-5.413, -2.812, -0.398], [-5.443, -2.879, -1.781], [-4.620, -2.050, -2.529], [-3.789, -1.145, -1.890], [-2.628, -0.001, 1.962], [-3.825, 0.046, 2.683], [-3.832, -0.189, 4.046], [-2.642, -0.476, 4.703], [-1.451, -0.479, 3.997], [-1.408, -0.221, 2.624], [0.283, -0.112, 1.687], [0.879, -1.899, 2.142], [1.750, -2.080, 3.220], [2.131, -3.339, 3.650], [1.644, -4.460, 3.005], [0.785, -4.321, 1.932], [0.393, -3.055, 1.493], [-0.648, -2.862, -0.007], [-1.659, -4.383, 0.182], [-2.186, -4.690, 1.438], [-2.976, -5.814, 1.615], [-3.266, -6.638, 0.537], [-2.788, -6.313, -0.723], [-2.003, -5.184, -0.904], [0.669, -3.465, -1.160], [1.395, -2.501, -1.852], [2.498, -2.851, -2.617], [2.892, -4.175, -2.699], [2.166, -5.149, -2.026], [1.066, -4.799, -1.261], [1.506, 0.939, 2.718], [1.240, 1.672, 3.872], [2.173, 2.567, 4.372], [3.391, 2.740, 3.732], [3.685, 2.014, 2.588], [2.742, 1.128, 2.078], [2.969, 0.160, 0.536], [4.626, -0.583, 0.842], [5.851, 0.061, 0.700], [7.026, -0.608, 1.006], [6.991, -1.922, 1.453], [5.776, -2.581, 1.569], [4.602, -1.915, 1.258], [3.385, 1.451, -0.694], [3.971, 1.021, -1.887], [4.165, 1.905, -2.931], [3.750, 3.225, -2.809], [3.156, 3.660, -1.638], [2.966, 2.779, -0.577], [-5.841, 4.957, -0.170], [-3.750, 4.896, 1.159], [-2.430, 2.834, 1.288], [-5.272, 0.861, -1.249], [-6.591, 2.927, -1.365], [-4.559, -1.884, 1.330], [-6.040, -3.471, 0.188], [-6.096, -3.587, -2.274], [-4.624, -2.111, -3.610], [-3.133, -0.494, -2.458], [-4.749, 0.293, 2.173], [-4.763, -0.150, 4.599], [-2.642, -0.671, 5.768], [-0.521, -0.689, 4.515], [2.139, -1.202, 3.724], [2.816, -3.444, 4.483], [1.939, -5.448, 3.335], [0.407, -5.208, 1.441], [-1.962, -4.044, 2.279], [-3.364, -6.048, 2.598], [-3.868, -7.527, 0.677], [-3.024, -6.942, -1.572], [-1.643, -4.925, -1.892], [1.085, -1.466, -1.809], [3.046, -2.084, -3.148], [3.757, -4.451, -3.288], [2.469, -6.187, -2.090], [0.514, -5.575, -0.749], [0.281, 1.567, 4.364], [1.937, 3.153, 5.252], [4.095, 3.474, 4.102], [4.629, 2.166, 2.080], [5.890, 1.082, 0.341], [7.979, -0.105, 0.898], [7.912, -2.431, 1.707], [5.742, -3.613, 1.895], [3.649, -2.423, 1.331], [4.289, -0.012, -1.971], [4.626, 1.567, -3.850], [3.903, 3.919, -3.625], [2.832, 4.689, -1.547], [2.571, 3.140, 0.367], [-0.350, 4.129, -1.390], [0.236, 4.657, 0.147], [0.118, 3.543, 1.465], [0.807, 5.905, 0.336], [1.294, 6.315, 1.604], [1.725, 6.682, 2.610], [1.070, 6.800, -0.729], [1.348, 7.550, -1.560], [0.960, 1.117, -2.669], [-0.145, 0.980, -3.252], [-1.241, 0.909, -2.658], [-0.138, 0.897, -4.355]], "atomic_forces_ev_per_a": [[-0.238, 0.767, -1.672], [-0.013, 0.007, -0.009], [0.018, 0.059, 0.047], [-0.123, -0.146, 0.014], [0.023, 0.084, -0.100], [0.091, -0.008, 0.042], [-0.067, -0.010, -0.031], [-0.451, 0.542, 0.781], [0.569, -0.117, -0.477], [0.049, 0.057, 0.031], [-0.072, -0.084, 0.046], [-0.001, -0.070, -0.002], [-0.028, 0.014, -0.077], [0.026, -0.006, 0.065], [0.071, -0.071, 0.077], [0.041, 0.015, 0.075], [-0.098, -0.002, -0.016], [0.100, 0.030, 0.033], [-0.071, -0.044, 0.049], [0.086, 0.210, -0.200], [-0.323, -0.952, 1.051], [-0.245, -0.153, -0.391], [-0.030, 0.146, -0.010], [0.100, 0.144, 0.138], [0.059, -0.324, 0.022], [-0.017, 0.154, -0.005], [0.333, 0.393, 0.450], [0.358, -0.400, -0.058], [-0.288, 0.248, -0.053], [-0.085, 0.045, -0.100], [-0.063, 0.022, 0.061], [-0.028, -0.057, -0.016], [-0.056, -0.040, -0.087], [-0.044, 0.107, 0.089], [-0.114, 0.057, -0.056], [-0.169, -0.068, -0.054], [0.102, 0.052, -0.035], [0.024, 0.025, -0.018], [0.022, -0.070, 0.014], [0.076, 0.061, -0.115], [-0.143, -0.039, -0.210], [0.037, -0.075, 0.084], [-0.066, -0.055, 0.039], [0.077, 0.121, -0.017], [-0.102, 0.017, 0.048], [-0.117, -0.096, 0.054], [0.912, 0.371, 0.102], [-0.250, -0.336, -0.081], [-0.055, 0.019, -0.013], [0.061, 0.036, 0.013], [0.024, -0.057, 0.024], [0.039, -0.007, 0.040], [0.063, 0.049, -0.064], [-0.252, 0.010, -0.024], [0.054, 0.041, 0.028], [0.012, -0.091, 0.029], [0.008, 0.118, 0.045], [-0.031, 0.101, -0.110], [0.381, -0.172, 0.098], [-0.001, 0.015, 0.004], [0.038, 0.016, -0.012], [-0.035, 0.082, 0.002], [-0.035, 0.003, 0.006], [-0.002, 0.010, -0.013], [0.023, -0.012, 0.031], [0.002, -0.033, 0.021], [-0.001, -0.011, -0.001], [0.008, 0.011, -0.006], [-0.023, -0.044, -0.056], [-0.023, -0.022, 0.006], [-0.017, 0.012, -0.002], [-0.011, -0.011, 0.011], [-0.009, -0.001, 0.062], [0.048, -0.064, 0.048], [-0.010, 0.012, 0.024], [-0.004, -0.029, -0.005], [0.052, 0.003, 0.021], [-0.003, -0.061, 0.026], [-0.005, -0.001, 0.004], [-0.015, 0.003, -0.002], [-0.020, -0.001, -0.008], [0.013, -0.054, -0.026], [0.021, 0.157, 0.033], [0.004, 0.041, -0.008], [0.002, -0.002, -0.012], [-0.019, -0.014, 0.002], [0.023, -0.003, 0.022], [-0.009, 0.039, 0.028], [0.019, 0.032, -0.008], [0.041, -0.024, 0.030], [0.022, -0.011, -0.005], [-0.008, 0.013, -0.012], [-0.004, 0.037, 0.000], [0.020, -0.014, -0.036], [-0.006, 0.004, 0.008], [-0.033, -0.071, 0.011], [-0.011, -0.030, -0.090], [0.022, -0.021, 0.000], [-0.046, 0.012, -0.020], [-0.015, 0.010, 0.029], [-0.101, 0.011, -0.068], [-0.034, -0.037, -0.093], [-0.316, -0.001, 0.004], [0.053, -0.416, -0.104], [-0.003, -0.327, -0.030], [0.186, 0.055, 0.349], [-0.066, -0.014, -0.010], [0.049, 0.243, -0.352], [-0.071, -0.052, -0.010], [0.169, -0.031, 0.572], [0.019, -0.254, -0.664], [-0.059, 0.207, 0.602], [0.008, 0.061, 0.110]], "total_charge": -1, "total_energy_ev": -127420.4765, "max_force_ha_per_bohr": 0.0361, "gap_ha": 0.2553, "e_above_lowest_kcal_mol": 22.0}